Below is a structure of composition C20H27FeI2N6O2S, with properties calculated with ωB97M-V/def2-TZVPD.

Geometry as XYZ:
```
59
Properties=species:S:1:pos:R:3:forces:R:3
Fe 0.23323 -0.17108 -0.07520 -0.56 -0.61 -0.64
I 2.15386 -6.83071 2.86546 0.00 -0.10 0.07
C 1.97353 -5.02289 1.85784 0.03 0.11 -0.06
C 3.07987 -4.19590 1.71740 -0.06 0.01 -0.02
C 2.94892 -2.99399 1.04015 0.04 -0.10 0.06
I 4.59085 -1.72137 0.86847 0.00 0.06 -0.03
C 1.73477 -2.59167 0.47002 -0.15 0.19 -0.05
O 1.61942 -1.47705 -0.21114 0.80 -0.45 0.08
C 0.62497 -3.43653 0.64942 -0.05 -0.14 -0.03
C -0.69153 -2.97704 0.08613 0.15 -0.03 0.20
N -1.00909 -1.62498 0.61141 -0.26 0.11 -0.38
C -1.11686 -1.59379 2.07718 0.00 0.02 0.11
C 0.01322 -0.80184 2.67014 -0.11 0.02 0.07
C 0.37491 -0.90367 4.00594 -0.05 -0.02 -0.02
C 1.35490 -0.06820 4.50256 0.05 0.03 0.01
C 1.95255 0.85029 3.64839 -0.01 0.00 0.04
C 1.55418 0.87252 2.33068 -0.07 -0.17 0.08
N 0.60627 0.06031 1.84152 0.37 0.31 0.20
C 0.74857 -4.63711 1.33203 -0.02 0.07 0.00
H 4.03442 -4.48166 2.13719 0.00 0.00 0.00
H -1.47584 -3.68639 0.36347 -0.03 0.01 -0.01
H -0.65857 -2.90681 -1.00181 0.05 0.03 0.00
H -1.87263 -1.28295 0.20423 -0.16 -0.25 0.08
H -1.12504 -2.60042 2.49719 -0.01 -0.02 -0.03
H -2.05783 -1.11959 2.36657 0.01 0.04 -0.04
H -0.11289 -1.63380 4.63767 0.00 0.00 0.00
H 1.65166 -0.12710 5.54114 0.01 -0.01 -0.01
H 2.71956 1.52790 3.99426 0.01 -0.01 0.00
H 2.00909 1.55798 1.62969 0.01 0.02 0.06
H -0.11770 -5.27806 1.44824 0.01 0.00 0.01
N 1.89786 0.85838 -0.86231 -0.07 0.49 0.37
N 1.89999 1.17064 -2.23340 -0.04 0.01 -0.02
C 1.04248 0.50234 -3.03376 0.06 0.00 -0.08
N 1.20555 0.67821 -4.35197 -0.04 0.00 0.02
S -0.17707 -0.45952 -2.41668 -0.19 -0.05 0.04
H 2.26858 1.65540 -0.35802 -0.02 0.09 -0.16
H 2.47657 0.02533 -0.67260 0.08 -0.01 0.00
H 2.76396 1.52434 -2.61851 0.05 -0.08 -0.01
H 1.95442 1.22440 -4.74207 0.00 -0.01 0.00
H 0.58669 0.19422 -4.97846 0.02 -0.01 -0.01
O -1.58720 0.84617 -0.05559 0.09 0.52 -0.17
C -1.98387 2.00864 -0.17183 0.14 -0.11 0.23
C -1.07603 3.19439 -0.19142 0.06 -0.02 -0.12
C -0.84041 3.49361 -1.69630 -0.09 0.00 0.04
C -2.09406 3.59551 -2.59121 0.02 -0.01 0.01
C -2.82268 2.27192 -2.90388 -0.01 0.03 0.04
C -3.74804 1.75984 -1.77997 0.10 0.05 0.00
N -3.28285 2.27813 -0.47972 -0.18 -0.04 0.11
H -0.13630 2.97076 0.31213 -0.01 0.03 0.02
H -1.54993 4.05125 0.29137 -0.01 -0.01 0.02
H -0.19266 2.71141 -2.09751 0.00 0.01 -0.01
H -0.29026 4.43345 -1.76182 0.02 -0.01 0.00
H -1.75827 4.01175 -3.54229 0.00 0.01 0.00
H -2.78899 4.33772 -2.18246 0.00 0.01 -0.02
H -2.06921 1.51226 -3.12059 0.01 -0.02 -0.01
H -3.41257 2.39927 -3.81281 0.01 -0.02 0.00
H -3.76942 0.67302 -1.74441 -0.01 0.00 -0.01
H -4.76994 2.10965 -1.91006 -0.01 -0.01 0.00
H -3.48707 3.26314 -0.40012 0.03 0.03 -0.03
```
Forces are in eV/Å.

Properties
HOMO energy = -9.75 eV
F_max = 1.046 eV/Å
Molar mass = 725.20 u
Net charge = +1
LUMO level = -2.31 eV
Multiplicity = 1
Relative energy (zero: lowest compared OMol25 entry of this formula, charge and spin) = 18.2 kcal/mol



Below is the ion C20H27N2O2 with charge +1, with properties calculated with ωB97M-V/def2-TZVPD.

Geometry as XYZ:
```
51
Properties=species:S:1:pos:R:3:forces:R:3
C -4.93704 2.26223 1.68146 0.12 -0.51 0.05
O -4.84116 0.82238 1.58216 0.46 0.10 0.24
C -3.69087 0.20533 1.96676 0.29 0.04 -0.01
C -3.57317 -1.17068 1.66296 -0.16 0.62 0.17
C -2.39411 -1.84604 1.93230 0.08 0.16 -0.05
C -1.30893 -1.20732 2.54637 0.17 0.29 0.09
C -0.00290 -1.98194 2.73544 -0.67 0.98 -2.27
C 1.28206 -1.21467 2.43308 0.10 -0.21 -0.10
C 2.49401 -1.87400 2.71890 -0.08 0.43 -0.11
C 3.70570 -1.24869 2.50580 0.28 0.55 -0.16
C 3.74103 0.06100 1.98085 -0.44 0.19 0.08
O 4.96136 0.65450 1.92958 -0.51 0.11 -0.16
C 5.03197 2.03898 1.53604 -0.03 -0.51 0.06
C 2.53754 0.66917 1.55180 0.82 -0.37 0.18
C 1.32952 0.00358 1.74314 0.02 -0.16 0.18
N 0.09278 -2.65533 4.03254 0.87 -1.14 2.46
C -0.63410 -2.01006 5.21439 -0.38 -0.24 -0.47
C -0.80238 -3.12311 6.23772 0.35 0.19 0.49
C -0.75502 -4.45132 5.47698 -0.38 -0.56 0.13
C -0.04458 -4.22686 4.14205 0.07 0.43 -0.11
C -0.73081 -4.91217 2.97400 -0.06 -0.43 -0.36
N -0.03635 -4.68197 1.70329 0.08 -0.42 -0.29
C -1.45768 0.14160 2.91536 -0.16 -0.19 -0.14
C -2.61942 0.85585 2.61679 -0.32 -0.22 -0.17
H -5.94878 2.48970 1.34064 0.24 0.03 0.10
H -4.80125 2.59918 2.71992 -0.09 -0.09 -0.30
H -4.20062 2.74662 1.02293 -0.17 -0.16 0.21
H -4.41766 -1.67169 1.19988 0.14 0.09 -0.02
H -2.29896 -2.88549 1.61245 -0.04 0.28 0.10
H -0.00826 -2.79580 1.99315 -0.19 0.34 0.37
H 2.51148 -2.91491 3.06503 -0.03 0.34 0.01
H 4.64945 -1.73110 2.75153 -0.19 0.09 -0.07
H 6.09614 2.26040 1.58049 -0.15 0.17 -0.07
H 4.65322 2.18176 0.51529 0.14 -0.03 0.21
H 4.47578 2.67343 2.23858 0.11 -0.15 -0.14
H 2.55709 1.65182 1.07743 -0.07 -0.39 0.12
H 0.42809 0.44876 1.31811 0.24 -0.14 0.38
H 1.07356 -2.59132 4.33377 -0.20 0.42 -0.38
H -1.59576 -1.64609 4.84390 0.28 -0.04 0.07
H -0.01956 -1.16845 5.56523 -0.31 -0.24 -0.20
H -1.74290 -3.00599 6.78912 0.26 -0.02 -0.16
H 0.00550 -3.05630 6.97507 -0.12 -0.16 -0.10
H -1.77721 -4.82910 5.30051 0.36 0.21 -0.06
H -0.24360 -5.23336 6.05682 -0.16 0.29 -0.18
H 1.00363 -4.58330 4.18198 -0.44 0.24 -0.03
H -1.78560 -4.59227 2.91094 0.44 -0.03 -0.07
H -0.73118 -5.99601 3.18508 -0.24 0.34 0.41
H 0.90647 -5.07648 1.72584 -0.36 0.04 -0.03
H -0.52931 -5.12537 0.92694 0.17 0.12 0.30
H -0.64489 0.67614 3.41201 -0.21 -0.22 -0.13
H -2.68859 1.91599 2.87354 0.06 -0.44 -0.08
```
Forces are in eV/Å.

Properties
HOMO energy = -11.05 eV
F_max = 2.847 eV/Å
Structure (SMILES) = COc1ccc(C(c2ccc(OC)cc2)[N@H+]2CCC[C@H]2CN)cc1
Molar mass = 327.45 u
Net charge = +1
LUMO level = -2.29 eV
Multiplicity = 1
Relative energy (zero: lowest compared OMol25 entry of this formula, charge and spin) = 18.1 kcal/mol



Below is the ion C20H27N2O3 with charge +1, with properties calculated with ωB97M-V/def2-TZVPD.

Geometry as XYZ:
```
52
Properties=species:S:1:pos:R:3:forces:R:3
C -0.40132 -3.44762 1.80738 -0.26 -0.24 0.05
O 0.55585 -2.42843 1.59835 0.40 0.26 -0.19
C 1.05160 -2.24125 0.35250 -0.06 0.07 -0.19
C 0.62334 -2.89742 -0.79426 -0.18 -0.17 0.40
C 1.19172 -2.57152 -2.01724 0.15 0.19 0.06
C 2.16037 -1.59511 -2.12280 0.10 0.12 -0.02
C 2.60013 -0.93864 -0.97417 -0.17 -0.13 -0.01
O 3.50941 0.06969 -1.16934 -0.40 -0.34 -0.23
C 4.24113 0.58942 -0.08522 0.20 0.38 0.39
C 3.52448 1.72121 0.71511 0.19 -0.14 -0.47
O 2.98808 1.26153 1.93792 -0.14 0.00 0.26
C 2.38319 2.36803 -0.09155 0.84 0.30 0.23
N 1.13523 1.57192 -0.03905 0.30 -0.41 0.08
C 0.36290 1.62389 -1.29920 -0.57 -0.28 -0.72
C -0.83554 0.68228 -1.19934 0.15 0.09 -0.07
N -1.65786 1.05795 -0.07154 0.10 0.16 0.07
C -3.00474 0.62711 -0.09116 -0.19 -0.06 0.01
C -3.54785 -0.17715 0.90463 0.19 0.04 -0.02
C -4.88585 -0.53191 0.86086 -0.13 -0.01 -0.03
C -5.69354 -0.10057 -0.17514 -0.07 -0.07 0.08
C -5.15618 0.69887 -1.17089 0.05 -0.02 -0.06
C -3.82502 1.06418 -1.12914 0.00 -0.07 0.00
C -0.91992 0.97505 1.16682 0.03 0.21 -0.12
C 0.25546 1.94700 1.09234 -0.59 -0.06 0.84
C 2.04427 -1.25288 0.26122 0.27 -0.34 0.11
H -0.60555 -3.44038 2.87614 -0.02 -0.04 -0.09
H -0.00942 -4.42593 1.52018 0.00 0.03 -0.01
H -1.32549 -3.24481 1.25781 0.05 -0.01 0.01
H -0.13374 -3.66173 -0.74822 -0.10 -0.08 0.04
H 0.86518 -3.09213 -2.90324 -0.04 -0.05 -0.11
H 2.60238 -1.33918 -3.07075 0.07 0.03 -0.15
H 5.14191 1.00394 -0.54423 -0.08 -0.04 0.08
H 4.53948 -0.20728 0.60562 -0.01 0.07 -0.04
H 4.26809 2.50512 0.90801 -0.11 -0.07 -0.08
H 3.69276 1.11476 2.57765 0.01 0.02 -0.02
H 2.17305 3.36347 0.30230 -0.10 -0.09 -0.04
H 2.71274 2.45718 -1.12805 -0.17 0.00 0.07
H 1.39549 0.56595 0.11708 -0.22 0.47 -0.16
H 1.00473 1.31850 -2.12717 0.11 0.03 0.15
H 0.02452 2.65031 -1.45475 0.11 -0.01 0.08
H -1.42166 0.75149 -2.11513 0.14 0.00 0.00
H -0.47024 -0.35644 -1.11119 -0.04 0.05 -0.05
H -2.93642 -0.53686 1.71820 0.09 -0.02 0.08
H -5.29385 -1.15539 1.64190 -0.04 -0.05 0.07
H -6.73433 -0.38107 -0.20605 -0.10 -0.02 0.00
H -5.77931 1.04848 -1.97960 -0.06 0.04 -0.07
H -3.42130 1.70735 -1.89678 0.04 0.11 -0.06
H -1.57099 1.28137 1.98628 0.12 -0.02 0.03
H -0.54081 -0.03867 1.37934 -0.05 0.00 0.05
H 0.83805 1.91122 2.01257 0.01 0.04 -0.20
H -0.11376 2.96043 0.92265 0.11 -0.04 -0.09
H 2.39917 -0.83531 1.19236 0.05 0.15 0.03
```
Forces are in eV/Å.

Properties
HOMO energy = -10.85 eV
F_max = 1.030 eV/Å
Structure (SMILES) = COc1cccc(OC[C@H](O)C[NH+]2CCN(c3ccccc3)CC2)c1
Molar mass = 343.45 u
Net charge = +1
LUMO level = -2.18 eV
Multiplicity = 1
Relative energy (zero: lowest compared OMol25 entry of this formula, charge and spin) = 0.0 kcal/mol



Below is the molecule C20H27N3O2S, with properties calculated with ωB97M-V/def2-TZVPD.

Geometry as XYZ:
```
53
Properties=species:S:1:pos:R:3:forces:R:3
C 4.83059 -1.33023 4.80392 0.04 0.06 -0.28
C 4.72221 -0.76253 3.39291 0.00 0.00 0.22
N 3.34263 -0.67491 2.94465 0.03 0.04 -0.09
C 2.76810 -1.97115 2.63610 -0.27 -0.08 0.16
C 1.28619 -1.80928 2.30432 0.25 -0.18 0.08
N 1.16337 -0.94416 1.15421 -0.10 -0.11 0.28
C -0.07547 -0.98664 0.40260 -0.08 0.30 -0.14
C 0.24501 -0.74026 -1.04669 0.02 -0.41 -0.31
C 0.42410 0.42558 -1.72512 -0.05 -0.09 0.22
C 0.75958 0.23085 -3.08526 0.10 -0.09 -0.20
C 0.83722 -1.07931 -3.42414 -0.03 -0.32 0.13
S 0.50162 -2.10426 -2.08676 -0.02 0.62 0.04
C -1.22351 -0.04003 0.86159 0.08 -0.13 0.04
C -1.74938 -0.37371 2.25360 0.18 0.22 -0.16
N -2.30629 -0.12920 -0.09614 -0.17 -0.25 0.06
C -2.60219 0.86132 -0.96311 -0.04 -0.03 0.25
O -2.13236 1.96914 -0.94623 0.04 0.27 -0.08
O -3.55316 0.42519 -1.83420 -0.15 -0.11 -0.21
C -3.89291 1.22751 -2.91475 -0.10 0.25 -0.21
C -5.24087 1.35317 -3.22076 0.25 -0.16 0.26
C -5.62376 2.09421 -4.32349 0.00 0.04 -0.06
C -4.66890 2.71236 -5.11332 -0.08 0.06 -0.09
C -3.32653 2.57920 -4.80318 0.00 -0.04 0.01
C -2.92948 1.83284 -3.70778 0.04 -0.14 0.14
C 1.72205 0.35638 1.44315 0.30 0.04 -0.12
C 3.20004 0.19099 1.78883 -0.20 0.21 -0.03
H 4.60104 -2.39200 4.82810 0.00 -0.11 0.07
H 5.84275 -1.19410 5.17647 0.10 -0.05 0.08
H 4.14027 -0.80880 5.46116 -0.06 0.05 0.10
H 5.33746 -1.36361 2.69899 -0.02 0.10 -0.02
H 5.12406 0.25429 3.39753 0.02 -0.06 -0.07
H 2.86842 -2.62289 3.50462 0.01 -0.03 -0.02
H 3.27981 -2.44162 1.77702 -0.02 -0.01 0.05
H 0.85879 -2.78622 2.06862 -0.03 0.01 0.02
H 0.78009 -1.40376 3.19543 0.00 -0.09 0.00
H -0.44904 -2.01589 0.48395 -0.03 0.07 0.06
H 0.28973 1.40135 -1.29463 -0.07 0.15 0.13
H 0.93460 1.03718 -3.77548 0.04 0.11 -0.15
H 1.07026 -1.51285 -4.37620 0.05 -0.03 -0.23
H -0.88400 0.99857 0.83014 0.01 -0.11 0.00
H -2.64531 0.21059 2.45105 -0.04 0.02 0.04
H -1.99805 -1.43055 2.32826 -0.04 -0.14 0.05
H -1.01115 -0.13297 3.01200 0.09 -0.05 0.13
H -2.73843 -1.02741 -0.24677 -0.02 0.07 -0.09
H -5.97082 0.86707 -2.59224 -0.07 -0.05 0.08
H -6.67221 2.19305 -4.56216 -0.08 0.00 -0.01
H -4.97114 3.29590 -5.96997 -0.03 0.05 -0.07
H -2.57903 3.05599 -5.41945 0.07 0.04 -0.04
H -1.88498 1.72266 -3.46279 0.06 -0.01 0.02
H 1.62916 0.99092 0.56198 0.01 0.05 0.02
H 1.21609 0.84304 2.29392 0.00 0.05 -0.04
H 3.62655 1.16839 2.02663 0.02 -0.03 -0.02
H 3.72716 -0.21940 0.90884 -0.03 0.06 0.02
```
Forces are in eV/Å.

Properties
HOMO energy = -8.33 eV
F_max = 0.620 eV/Å
Structure (SMILES) = CCN1CCN([C@H](c2cccs2)[C@H](C)NC(=O)Oc2ccccc2)CC1
Molar mass = 373.52 u
LUMO level = 0.65 eV
Multiplicity = 1
Relative energy (zero: lowest compared OMol25 entry of this formula, charge and spin) = 58.1 kcal/mol